[1]
The following is a DFT calculation (ωB97M-V with the def2-TZVPD basis set) of a cluster of 10 separate species, C44H71F15O25 in total in a non-equilibrium geometry.

Properties
* Kohn-Sham gap: 9.800 eV
* E_HOMO: -0.35360 hartree
* 2S+1: 1

Each line ends with the Mulliken charge.
Geometry (Å):
C -8.0315 -2.4972 2.0134  -1.132
C -7.1727 -3.7258 2.2300  -0.201
O -5.9843 -3.3231 2.9140  -0.264
C -5.9033 -3.3167 4.2460  0.343
O -6.9049 -3.4745 4.9659  -0.542
C -4.5626 -2.7876 4.7774  0.895
F -3.5462 -3.2105 4.0299  -0.235
F -4.5057 -1.4657 4.7779  -0.229
F -4.4218 -3.2960 6.0297  -0.236
H -7.7000 -1.5936 1.5018  0.314
H -8.5493 -2.1851 2.9203  0.316
H -8.8764 -2.8274 1.4091  0.378
H -6.9094 -4.0337 1.2181  0.277
H -7.7312 -4.5775 2.6183  0.317
C -1.8279 1.2263 0.6674  -1.009
C -0.6868 0.7762 -0.2776  -0.306
O 0.0736 -0.3685 0.0747  -0.264
C 1.2115 -0.1961 0.8479  0.315
O 1.5941 0.8697 1.3729  -0.519
C 1.9492 -1.4470 1.1117  0.856
F 3.2504 -1.1617 0.8881  -0.238
F 1.7795 -1.9115 2.3867  -0.224
F 1.6019 -2.4048 0.2141  -0.235
H -1.4825 1.4444 1.6779  0.311
H -2.6656 0.5301 0.7079  0.276
H -2.2783 2.1313 0.2597  0.343
H -0.0199 1.6007 -0.5297  0.350
H -1.1189 0.6409 -1.2691  0.343
C 0.2799 7.7567 -0.2337  -1.191
C 0.8970 7.7705 -1.5743  -0.112
O 0.2018 8.6540 -2.3773  -0.278
C -0.7406 8.2421 -3.2786  0.419
O -0.9127 7.0546 -3.6172  -0.553
C -1.4952 9.4194 -3.9606  0.858
F -2.7735 9.1879 -3.6900  -0.253
F -1.1423 10.5641 -3.4521  -0.235
F -1.3260 9.4454 -5.2575  -0.233
H 0.7654 7.1422 0.5244  0.383
H -0.7687 7.4687 -0.1595  0.314
H 0.2614 8.7706 0.1660  0.313
H 0.8871 6.8181 -2.1043  0.363
H 1.9029 8.1649 -1.4306  0.204
C 5.4046 -4.1116 -6.0518  -1.079
C 5.6158 -2.6934 -6.4350  -0.206
O 4.5829 -2.2620 -7.3215  -0.296
C 3.5886 -1.4743 -6.7890  0.459
O 3.5453 -1.1536 -5.5730  -0.550
C 2.4971 -1.0034 -7.7749  0.784
F 1.2863 -1.1768 -7.2232  -0.219
F 2.7443 0.2678 -8.1118  -0.237
F 2.5424 -1.6255 -8.9883  -0.244
H 4.6653 -4.1830 -5.2539  0.291
H 6.3491 -4.6187 -5.8548  0.362
H 5.0221 -4.6202 -6.9367  0.286
H 6.5874 -2.5885 -6.9179  0.352
H 5.6152 -2.0326 -5.5681  0.297
C -2.7118 -6.1543 -4.4804  -1.045
C -3.7648 -6.2250 -5.6355  -0.337
O -4.9371 -6.7579 -5.0027  -0.184
C -5.9142 -7.2816 -5.7110  0.397
O -5.9298 -7.3927 -6.9559  -0.569
C -7.0197 -7.9935 -4.8790  0.853
F -8.1479 -7.5143 -5.2312  -0.230
F -7.0758 -9.3008 -5.1460  -0.256
F -6.8418 -7.8660 -3.5411  -0.246
H -3.1001 -6.0125 -3.4718  0.316
H -1.9836 -5.3856 -4.7395  0.314
H -2.1638 -7.0932 -4.4015  0.305
H -3.4943 -6.8954 -6.4513  0.353
H -4.0836 -5.3233 -6.1585  0.329
C 0.3423 -11.4436 2.8080  -1.353
C -0.2436 -10.0420 3.0443  0.315
C -1.7683 -9.8559 2.6074  -0.340
O -2.3029 -9.3925 3.8217  -0.318
C -1.4078 -9.3959 4.8561  0.667
O -1.6930 -9.1530 6.0325  -0.570
O -0.2143 -9.7552 4.4335  -0.333
H 0.0349 -12.1878 3.5427  0.349
H 1.4321 -11.4527 2.8294  0.341
H 0.0875 -11.8256 1.8195  0.374
H 0.3386 -9.2266 2.6150  0.299
H -2.0972 -10.8407 2.2755  0.285
H -1.8584 -9.1144 1.8136  0.284
C 0.8321 1.6183 11.1334  -1.323
C 1.8957 2.3261 10.3005  0.413
C 3.2503 2.5837 11.0341  -0.445
O 4.1564 2.1582 9.9947  -0.317
C 3.5182 1.4611 9.0881  0.705
O 4.0975 0.7821 8.2212  -0.622
O 2.2553 1.4818 9.2532  -0.311
H 0.2496 2.2873 11.7668  0.358
H 1.3159 0.9287 11.8251  0.329
H 0.0386 1.0824 10.6126  0.340
H 1.5979 3.2787 9.8623  0.312
H 3.3933 1.9231 11.8892  0.270
H 3.4363 3.6144 11.3360  0.292
C 9.8098 -3.5682 3.8874  -1.307
C 9.4666 -5.0966 3.7470  0.449
C 8.2800 -5.5070 4.6323  -0.438
O 7.6514 -6.4086 3.7966  -0.324
C 8.0328 -6.3717 2.5289  0.692
O 7.6743 -7.0896 1.5759  -0.573
O 9.0080 -5.4153 2.4804  -0.364
H 10.2397 -3.1610 2.9723  0.353
H 10.6375 -3.3999 4.5763  0.341
H 8.9324 -2.9467 4.0662  0.340
H 10.3376 -5.7164 3.9598  0.270
H 7.6424 -4.6502 4.8501  0.284
H 8.5436 -5.9714 5.5825  0.278
C -11.4038 -3.4608 -10.8430  -0.716
O -11.9138 -2.7988 -9.7298  -0.350
C -10.9181 -2.3752 -8.7951  -0.188
C -11.6112 -2.0276 -7.5223  -0.672
O -11.0568 -1.0206 -6.7173  -0.310
C -11.3961 0.2863 -7.1607  -0.440
C -10.8913 1.3667 -6.2676  -0.692
O -9.5190 1.7215 -6.4270  -0.376
C -8.6468 0.7037 -6.2619  -0.492
H -11.1302 -4.4947 -10.6330  0.265
H -10.5135 -2.8914 -11.1099  0.327
H -12.1758 -3.4224 -11.6116  0.232
H -10.4967 -1.4551 -9.2000  0.250
H -10.1929 -3.1747 -8.6441  0.308
H -11.7674 -2.8634 -6.8403  0.335
H -12.6496 -1.7806 -7.7432  0.398
H -12.4779 0.3865 -7.2482  0.471
H -11.0026 0.4341 -8.1664  0.293
H -11.1518 1.2046 -5.2217  0.352
H -11.3446 2.3255 -6.5192  0.333
H -8.8143 0.3280 -5.2524  0.274
H -7.6489 1.0923 -6.4650  0.260
H -8.7919 -0.1046 -6.9786  0.139
C 11.1677 13.6343 6.6220  -0.749
O 10.5342 13.2506 5.4154  -0.317
C 9.1372 13.0380 5.4926  -0.646
C 8.5038 12.4622 4.2425  -0.482
O 8.8948 11.1414 3.9461  -0.258
C 8.3325 10.5702 2.7368  -0.502
C 8.7661 9.1000 2.5463  -0.652
O 8.3408 8.1724 3.5143  -0.330
C 8.7795 6.8456 3.2837  -0.732
H 10.9376 12.8999 7.3939  0.328
H 10.7782 14.5545 7.0576  0.298
H 12.2501 13.6270 6.4934  0.250
H 8.6875 14.0034 5.7248  0.433
H 8.7826 12.4748 6.3558  0.383
H 8.8223 13.0511 3.3823  0.309
H 7.4233 12.4723 4.3860  0.315
H 8.6512 11.2128 1.9161  0.369
H 7.2508 10.4445 2.7834  0.264
H 9.8500 8.9870 2.5240  0.378
H 8.6322 8.6796 1.5496  0.484
H 8.2424 6.3962 2.4484  0.309
H 8.4507 6.2956 4.1654  0.241
H 9.8608 6.7667 3.1718  0.308

=====

[2]
The following is a DFT calculation (ωB97M-V with the def2-TZVPD basis set) of a structure of composition C27H47F5FeN9O6PS.

Properties
* Kohn-Sham gap (spin up / spin down): 8.208 / 8.255 eV
* E_HOMO (spin up / spin down): -0.29070 / -0.29246 hartree
* 2S+1: 5

Each line ends with the Mulliken charge.
Geometry (Å):
Fe 0.4453 -0.6932 -1.2947  0.243
C 0.2028 -1.8022 1.5435  0.935
N 0.2641 -2.4020 0.1821  2.448
C -0.8918 -3.3183 0.0447  -0.842
N -0.8989 -4.3515 1.0710  0.102
C -0.9345 -3.7023 2.3841  -0.752
N 0.2111 -2.8145 2.5905  0.233
C 1.4349 -3.6082 2.4526  -0.484
N 1.5257 -4.2552 1.1433  0.086
C 1.5028 -3.2294 0.1085  -0.870
C 0.3510 -5.1113 0.9720  -0.739
H -0.7070 -1.2017 1.6176  -0.458
H 1.0652 -1.1472 1.6559  -1.331
H -0.8447 -3.7871 -0.9402  0.251
H -1.8129 -2.7356 0.1137  -0.179
H -0.9329 -4.4718 3.1583  0.372
H -1.8553 -3.1214 2.4697  0.202
H 1.4487 -4.3752 3.2295  0.384
H 2.2990 -2.9542 2.5865  0.167
H 1.5478 -3.6940 -0.8743  0.129
H 2.3589 -2.5654 0.2185  0.033
H 0.3555 -5.8836 1.7435  0.346
H 0.3997 -5.5912 -0.0073  0.376
C 3.6492 0.0617 2.8235  -0.727
C 4.4396 1.1882 2.1672  -0.495
C 4.3241 1.2096 0.6464  -1.094
S 2.5995 1.2334 0.1149  1.125
O 2.3183 -0.2160 -0.2596  -0.900
C 2.7949 2.0903 -1.4540  -0.026
C 2.8085 3.6043 -1.2779  -0.689
C 1.4481 4.1515 -0.8485  -0.203
H 3.7891 0.0705 3.9044  0.486
H 3.9673 -0.9130 2.4474  0.271
H 2.5781 0.1611 2.6315  -0.045
H 5.4981 1.0940 2.4198  0.381
H 4.1078 2.1510 2.5644  0.216
H 4.7382 0.3094 0.1856  0.330
H 4.8188 2.0854 0.2239  0.522
H 1.9201 1.7756 -2.0246  -0.953
H 3.6853 1.6861 -1.9399  0.672
H 3.1060 4.0488 -2.2299  0.489
H 3.5789 3.8942 -0.5561  0.256
H 0.7136 4.0209 -1.6453  0.042
H 1.5112 5.2161 -0.6224  0.564
H 1.0672 3.6390 0.0364  -0.410
N -2.0608 3.2145 -3.1414  -0.654
N -1.0398 2.3678 -3.5237  0.915
N -0.0735 2.7232 -4.3428  -1.096
C 0.6427 1.6078 -4.3839  -0.431
N 0.1344 0.6371 -3.6159  -0.329
N -0.9746 1.1492 -3.0958  0.383
H -1.8381 4.1167 -3.5436  0.350
H -2.0276 3.2483 -2.1088  0.434
H 1.5298 1.4972 -4.9834  0.494
F -1.6258 -4.3847 -6.5025  -0.319
C -0.9185 -3.7780 -5.5413  0.559
C -1.5537 -3.0849 -4.5279  -0.563
F -2.8868 -3.0059 -4.4948  -0.309
C -0.7979 -2.4759 -3.5477  -0.491
F -1.4386 -1.7957 -2.5574  0.246
C 0.5980 -2.5057 -3.5002  0.817
O 1.2865 -1.9254 -2.5587  -0.819
C 1.2024 -3.2178 -4.5486  0.462
F 2.5390 -3.2984 -4.5965  -0.340
C 0.4663 -3.8376 -5.5401  0.220
F 1.0934 -4.5051 -6.5135  -0.305
C -3.7881 -0.9190 1.9251  -1.745
C -3.4941 0.1617 0.8974  1.602
C -3.3879 -0.4406 -0.4964  -1.239
C -4.5540 1.2518 0.9556  -2.017
O -2.2063 0.7053 1.3210  0.674
P -1.2725 1.6676 0.4441  -1.182
O -2.0625 2.6501 -0.3419  -0.983
O -0.2794 0.8191 -0.3230  1.793
O -0.3494 2.3295 1.5545  0.649
C -0.7343 3.1099 2.7169  1.580
C -0.9728 2.1508 3.8757  -1.398
C 0.4799 3.9858 2.9900  -1.662
C -1.9611 3.9664 2.4415  -1.421
H -4.7396 -1.4020 1.7004  0.409
H -3.8425 -0.4877 2.9256  0.400
H -3.0031 -1.6773 1.9208  0.243
H -4.2961 -0.9968 -0.7309  0.580
H -2.5411 -1.1263 -0.5511  -0.114
H -3.2479 0.3293 -1.2533  0.216
H -5.5183 0.8337 0.6616  0.491
H -4.3006 2.0693 0.2837  0.313
H -4.6446 1.6391 1.9723  0.337
H -0.0523 1.6188 4.1236  0.311
H -1.7337 1.4180 3.6132  0.058
H -1.3030 2.7050 4.7557  0.449
H 1.3788 3.3676 3.0211  0.167
H 0.3724 4.4954 3.9486  0.508
H 0.5989 4.7350 2.2058  0.330
H -2.8447 3.3528 2.2692  0.166
H -1.8073 4.5882 1.5604  0.285
H -2.1463 4.6076 3.3048  0.515

=====

[3]
The following is a DFT calculation (ωB97M-V with the def2-TZVPD basis set) of a structure of composition C48H45N9O2Ru in a non-equilibrium geometry.

Properties
* Kohn-Sham gap (spin up / spin down): 5.973 / 5.533 eV
* E_HOMO (spin up / spin down): -0.33277 / -0.33104 hartree
* charge: +1
* 2S+1: 2

Each line ends with the Mulliken charge.
Geometry (Å):
Ru 0.4450 -0.5210 -0.4662  1.066
C 0.9982 -6.8360 1.9362  -1.645
C 0.6282 -5.7272 0.9927  0.548
C -0.7073 -5.4813 0.6708  -1.037
C -1.0742 -4.3872 -0.0764  0.428
C -0.1339 -3.4644 -0.5820  0.563
N -0.5348 -2.2829 -1.2096  0.393
C -1.6903 -2.3742 -1.9725  -0.564
C -1.8839 -3.5109 -2.7862  -0.173
C -3.0355 -3.7327 -3.5040  -0.912
C -4.0733 -2.8028 -3.4930  0.181
C -5.3444 -3.0134 -4.2682  -1.610
C -3.8725 -1.6477 -2.7623  -0.301
C -2.7185 -1.4211 -2.0072  -0.178
N -2.6677 -0.1944 -1.2868  -0.216
C -3.7478 0.4904 -0.8515  -0.206
C -3.3357 1.7600 -0.5268  -1.589
C -1.9654 1.7622 -0.7911  -0.460
N -1.5589 0.5763 -1.2386  0.028
C 1.2072 -3.8061 -0.3682  -0.393
C 1.5710 -4.8827 0.4399  -0.643
N 2.2507 -3.1168 -1.0292  -0.506
C 3.3743 -3.6800 -1.5227  -0.154
C 4.1730 -2.6655 -1.9950  -1.681
C 3.4454 -1.4988 -1.7520  -0.388
N 2.2816 -1.7854 -1.1832  1.350
H 0.2695 -7.6438 1.8890  0.400
H 1.0041 -6.4608 2.9637  0.276
H 1.9894 -7.2368 1.7269  0.380
H -1.4760 -6.1376 1.0615  0.379
H -2.1224 -4.2011 -0.2555  0.505
H -1.0913 -4.2465 -2.8103  0.592
H -3.1293 -4.6353 -4.0965  0.429
H -5.6132 -4.0686 -4.3008  0.395
H -5.2332 -2.6660 -5.2978  0.298
H -6.1701 -2.4630 -3.8185  0.380
H -4.6353 -0.8797 -2.7835  0.641
H -4.7177 0.0329 -0.7688  0.573
H -3.9362 2.5852 -0.1866  0.587
H -1.2895 2.5923 -0.6997  0.735
H 2.6223 -5.0596 0.6380  0.596
H 3.5039 -4.7478 -1.5417  0.581
H 5.1421 -2.7350 -2.4560  0.470
H 3.7229 -0.4823 -1.9691  0.440
C -3.1938 -3.2489 3.2371  -0.645
C -1.9084 -3.4745 3.7167  -0.741
C -0.8333 -2.8102 3.1656  -0.505
C -1.0252 -1.9122 2.1060  -0.413
C -2.3154 -1.6789 1.6445  0.063
C -3.3905 -2.3469 2.2022  -0.734
N 0.0441 -1.1865 1.5553  2.194
N 1.0318 -1.0853 2.3265  -0.878
C 2.0618 -0.2988 1.9067  0.350
C 3.0611 0.0336 2.8309  -0.289
C 4.1059 0.8442 2.4392  -0.949
C 4.1753 1.2986 1.1273  -0.886
C 3.1717 0.9773 0.2126  -0.038
C 2.0921 0.1973 0.5889  0.619
H -4.0366 -3.7571 3.6870  0.445
H -1.7467 -4.1782 4.5232  0.440
H 0.1702 -2.9702 3.5299  0.534
H -2.4735 -0.9278 0.8851  0.015
H -4.3931 -2.1541 1.8422  0.486
H 2.9691 -0.3356 3.8446  0.539
H 4.8743 1.1205 3.1490  0.406
H 5.0077 1.9122 0.8049  0.541
H 3.2665 1.3606 -0.7964  0.054
C -1.1793 7.6306 3.9935  -1.552
C -0.8190 6.3401 3.3199  0.615
C -1.6285 5.2169 3.4258  -1.022
C -1.2874 4.0090 2.8365  0.612
C -2.1905 2.8222 3.0102  -1.181
C -0.0672 3.9151 2.1320  0.426
C 0.3998 2.6681 1.5435  0.246
O -0.2561 1.6639 1.3119  0.086
C 0.7674 5.0515 2.0160  0.887
C 2.0715 5.0195 1.2540  -1.363
C 0.3645 6.2419 2.5886  -0.891
H -2.2111 7.6293 4.3393  0.374
H -1.0332 8.4721 3.3162  0.381
H -0.5328 7.7906 4.8587  0.311
H -2.5531 5.2850 3.9873  0.343
H -3.0319 3.0735 3.6543  0.444
H -1.6462 1.9879 3.4552  0.239
H -2.5693 2.4668 2.0544  0.024
H 1.4707 2.6653 1.2892  -0.327
H 1.9222 4.7023 0.2204  0.160
H 2.7904 4.3372 1.7114  0.313
H 2.5144 6.0134 1.2465  0.409
H 0.9859 7.1238 2.4806  0.393
N 3.3658 4.4793 -4.8344  -0.333
C 3.6255 3.1530 -4.7281  0.075
O 4.6158 2.6248 -5.1841  -0.594
C 2.6193 2.3407 -3.9579  0.879
C 2.4699 0.9922 -4.2527  -0.764
C 1.6653 0.2082 -3.4485  -0.900
N 1.0590 0.6733 -2.3539  0.733
C 1.1679 1.9789 -2.0975  -0.267
C 1.9082 2.8487 -2.8753  -0.965
H 4.0221 5.0583 -5.3307  0.251
H 2.4751 4.8742 -4.5945  0.194
H 3.0035 0.5692 -5.0927  0.529
H 1.5061 -0.8376 -3.6758  0.647
H 0.6633 2.3357 -1.2108  0.133
H 1.9664 3.8926 -2.5986  0.284

=====

[4]
The following is a DFT calculation (ωB97M-V with the def2-TZVPD basis set) of the ion C4H13N3 with charge +3 in a non-equilibrium geometry.

Properties
* Kohn-Sham gap (spin up / spin down): 10.987 / 6.634 eV
* E_HOMO (spin up / spin down): -0.90032 / -0.89966 hartree
* charge: +3
* 2S+1: 2

Each line ends with the Mulliken charge.
Geometry (Å):
C 0.6893 2.1843 -0.1736  -0.835
C 0.7157 0.6682 -0.5114  -0.576
C -0.6641 0.0454 -0.3662  -0.663
N -1.1748 -3.2433 1.0899  -0.097
C -1.1304 -1.9316 1.1251  0.251
N -0.5756 -1.3485 -0.0035  -0.003
N 1.6746 2.9837 -0.9911  -0.354
H 0.9329 2.3201 0.8827  0.403
H -0.2813 2.7266 -0.2124  0.462
H 1.2716 0.3419 -1.4084  0.558
H 1.3313 0.2527 0.2860  0.462
H -1.2581 0.5946 0.3812  0.446
H -1.2135 0.1774 -1.3221  0.319
H -1.5724 -3.6206 1.9652  0.357
H -0.8475 -3.8483 0.3291  0.314
H -1.3546 -1.3737 2.0306  0.406
H -0.0306 -1.9164 -0.6764  0.403
H 2.6516 2.6727 -0.9378  0.368
H 1.8274 3.9635 -0.6824  0.397
H 1.3789 3.1094 -1.9694  0.382